98
Properties=species:S:1:pos:R:3 method="wB97M-V/def2-TZVPD" e_tot_ev=-130600.490 molar_mass_g_mol=938.2 orbital_gap_ev="3.9 / 3.9" spin_multiplicity=1 lumo_ev="4.13 / 4.13" charge=-2 e_homo_ha="0.010 / 0.010"
Tl 0.04 0.02 0.29
C -5.63 -2.22 -1.64
C -5.44 -1.59 -0.25
C -4.27 -0.66 -0.18
C -4.28 0.70 -0.13
C -5.46 1.61 -0.13
C -5.71 2.28 -1.49
C -2.88 1.15 -0.12
N -2.09 0.03 -0.17
C -2.87 -1.11 -0.19
C -2.43 -2.41 -0.15
C -1.07 -2.92 -0.13
C -0.65 -4.26 -0.13
C -1.56 -5.45 -0.19
C -2.13 -5.71 -1.59
C 0.76 -4.26 -0.09
C 1.17 -2.92 -0.07
C 2.54 -2.40 -0.05
C 2.97 -1.10 -0.05
N 2.18 0.03 -0.05
C 2.96 1.17 -0.02
C 2.52 2.47 0.00
C 1.15 2.98 -0.03
N 0.04 2.19 -0.03
C -1.09 2.97 -0.04
C -2.45 2.46 -0.04
C -0.68 4.32 -0.06
C 0.74 4.32 -0.05
C 1.66 5.51 -0.09
C 2.31 5.73 -1.46
C -1.60 5.50 -0.11
C -2.23 5.73 -1.49
C 4.36 0.72 -0.01
C 4.36 -0.64 -0.03
C 5.55 -1.56 -0.05
C 5.79 -2.20 -1.42
C 5.54 1.64 -0.02
C 5.77 2.31 -1.38
N 0.05 -2.13 -0.11
C 1.68 -5.45 -0.06
C 2.27 -5.72 1.33
H -6.52 -2.86 -1.67
H -4.76 -2.82 -1.91
H -5.74 -1.44 -2.40
H -5.33 -2.38 0.50
H -6.35 -1.04 0.02
H -5.31 2.38 0.64
H -6.35 1.05 0.16
H -4.84 2.86 -1.79
H -6.58 2.95 -1.46
H -5.88 1.52 -2.26
H -3.21 -3.17 -0.12
H -2.39 -5.33 0.51
H -1.02 -6.35 0.14
H -2.71 -4.85 -1.93
H -2.78 -6.59 -1.62
H -1.32 -5.86 -2.31
H 3.31 -3.16 -0.03
H 3.30 3.23 0.06
H -3.23 3.21 0.03
H 2.44 5.40 0.67
H 1.10 6.41 0.19
H 2.90 4.86 -1.75
H 2.96 6.62 -1.46
H 1.54 5.87 -2.22
H -1.05 6.40 0.18
H -2.40 5.38 0.63
H -1.44 5.87 -2.24
H -2.88 6.61 -1.51
H -2.81 4.86 -1.79
H 5.40 -2.35 0.70
H 6.44 -1.01 0.25
H 4.93 -2.81 -1.72
H 6.68 -2.84 -1.41
H 5.93 -1.43 -2.18
H 6.44 1.09 0.26
H 5.40 2.42 0.74
H 5.95 1.54 -2.15
H 6.63 2.98 -1.36
H 4.89 2.87 -1.69
H 2.49 -5.31 -0.78
H 1.13 -6.34 -0.39
H 2.84 -4.85 1.67
H 2.94 -6.59 1.32
H 1.47 -5.89 2.05
Br -5.55 -0.23 2.43
C -4.10 -0.18 3.66
C -4.39 -0.21 5.02
N -3.44 -0.18 5.95
C -2.17 -0.13 5.52
C -1.80 -0.11 4.18
C -2.80 -0.13 3.22
C -0.33 -0.05 3.77
O 0.52 -0.04 4.66
O -0.20 -0.02 2.52
H -5.42 -0.25 5.36
H -1.39 -0.10 6.27
H -2.54 -0.11 2.16